Density functional theory data (ωB97M-V with the def2-TZVPD basis set) for H6Li2O11S2 as an isolated structure.

CARTESIAN COORDINATES (ANGSTROEM)
O: 4.0240 -5.1683 5.7834
O: -0.2993 -3.8777 7.8363
H: 4.8883 -5.5115 9.3409
H: 2.3013 -3.0399 9.6521
H: 1.1992 -3.1082 10.6877
Li: 3.8648 -4.0501 7.4364
O: 2.0336 -3.5253 8.0482
H: 6.1857 -2.7753 7.0750
O: 2.1475 -3.0152 10.5965
O: 3.6156 -2.8991 5.7156
Li: 2.6280 -1.4725 6.5854
O: 5.1119 -3.8615 4.0946
H: 6.4640 -3.4224 8.4151
O: 0.8090 -2.3860 6.4454
H: 3.6244 -6.2685 8.9926
O: 1.0820 -4.6899 6.1947
S: 3.8636 -4.0406 4.8759
S: 0.9215 -3.6378 7.1431
O: 2.7485 -4.4124 3.9847
O: 4.1584 -5.5217 8.7218
O: 5.7512 -3.0994 7.8639

Atoms 1-2, force components in eV/Å:
1.186 -1.172 2.402
-2.863 -0.034 3.171

Computed properties:
HOMO level ... -0.0068 hartree
Charge ... -2
Energy ... -44704.69395 eV


Density functional theory data (ωB97M-V with the def2-TZVPD basis set) for a 2-piece molecular cluster, C3H11N2 overall.

CARTESIAN COORDINATES (ANGSTROEM)
H: -0.4246 1.9740 0.3124
H: -1.5755 0.9323 -0.1602
H: 2.0053 -1.2928 1.9159
H: 1.2128 1.5161 1.8850
N: -0.5764 1.0593 -0.0314
H: -0.5798 -0.8526 0.9463
H: -0.2112 -0.7701 -1.7556
C: -1.1390 -0.8718 -2.3302
H: -0.8947 -1.5793 -3.1303
H: -0.0707 0.8102 -0.9021
C: 0.9984 0.4564 1.7502
N: 1.8775 -0.4062 2.4219
C: -0.1131 0.1258 1.0510
H: 2.8078 0.0095 2.5344
H: -1.3692 0.0647 -2.8746
H: -1.9476 -1.1755 -1.6326

Atoms 1-2, force components in eV/Å:
0.355 1.621 -0.151
-0.195 0.078 -0.343

Computed properties:
HOMO level ... -0.4958 hartree
Charge ... +1
Energy ... -6261.83987 eV


Density functional theory data (ωB97M-V with the def2-TZVPD basis set) for a 11-piece molecular cluster, C23H51Cl16NO8S2 overall.

CARTESIAN COORDINATES (ANGSTROEM)
H: -0.6154 4.1992 -3.6478
H: -1.5767 7.6493 1.7784
C: -2.3898 7.2992 2.4366
H: 1.0354 -2.4722 2.2079
Cl: -1.2739 1.6690 -5.4484
O: -1.0265 5.1718 2.8126
H: 2.0352 -2.3861 -3.7083
H: -2.0948 3.3215 -3.2599
Cl: -4.6343 -3.9666 -3.0137
Cl: -0.2262 0.3504 3.0901
H: -0.5350 -3.9005 0.3010
Cl: -3.9070 -0.2048 -3.4099
H: -5.7357 -4.0872 1.3958
C: 5.3163 -2.8480 1.8184
H: 5.7192 3.3827 -2.1464
H: 4.7201 0.6008 -1.2598
H: 6.3581 -2.5711 2.0513
C: -3.5891 -1.7691 -4.3075
H: -2.9184 -2.4988 -2.4324
Cl: -4.6339 -2.6308 2.9997
H: -4.8154 3.9321 4.3233
H: 1.6133 -0.8859 3.8786
H: 5.6663 -4.2629 0.1321
H: 0.6463 -3.1443 3.8250
C: -0.6016 1.9786 -3.7927
H: 0.9192 -3.7518 -0.7367
C: -4.0091 3.8780 3.5790
C: -4.4868 3.2864 2.2483
H: 2.1678 4.2872 0.3663
H: 0.5795 -5.7532 1.3639
H: 4.1373 -3.4184 0.1022
C: 1.5004 -2.9754 -4.4281
C: 5.0098 2.5331 -2.1151
H: -5.1224 3.9533 1.6536
O: -0.6369 -2.8412 -5.1504
Cl: -3.3996 -5.6865 2.8754
H: -2.7929 -1.6403 -4.9740
S: -2.3335 5.5953 2.4178
H: -3.2198 3.1589 3.9039
C: 0.5835 -1.0159 3.8298
H: -0.6639 -0.3166 -1.7514
H: -2.6097 -4.1168 1.3935
H: -2.1464 -1.6401 -0.3753
O: 2.3373 -2.0887 0.3872
O: -2.8496 5.2011 1.1712
H: 3.3086 0.4454 0.6768
H: -4.6228 -3.0054 0.6199
C: 5.4469 1.3825 -1.2092
H: 4.6863 -2.0003 1.7950
H: 0.4069 1.8191 -4.0086
H: -2.1274 7.7068 3.3700
H: 0.1408 -1.0417 4.8467
H: 1.7186 -4.2771 1.5690
H: -0.5069 0.8795 -0.3392
C: 1.2303 -5.0089 0.9048
Cl: 5.6629 1.8863 0.5291
Cl: 0.9791 7.1173 0.9155
Cl: 2.6853 -5.8337 0.1828
H: -3.6447 -5.3680 0.6173
Cl: 2.3365 3.2747 2.4603
Cl: -1.3013 -2.6758 2.7822
C: -2.1484 -0.5966 -0.1551
C: 0.3375 -4.4272 -0.1317
O: -3.3682 5.1861 3.4651
C: -3.5407 -4.6906 1.4433
H: -5.1129 2.3699 2.3510
O: 1.9592 -0.6801 -1.7190
Cl: 3.3499 3.1302 -1.6355
C: 1.7889 5.8104 1.8547
Cl: -0.4383 3.2547 -1.4586
O: -0.2284 -2.6903 -3.0097
Cl: 4.9031 -4.1523 2.8231
C: -3.2600 -2.8991 -3.3801
C: 0.4085 -2.3098 3.1400
H: 1.7709 0.5599 1.6007
N: 0.0968 -2.8132 -4.1855
H: -3.3422 7.6776 2.0055
C: -1.0356 3.2876 -3.1741
H: 0.6041 4.1693 1.1301
H: 6.4182 0.9861 -1.4988
H: 1.9993 1.3919 0.0663
H: -0.8493 1.0756 -3.2394
C: -0.7315 -0.1613 -0.6822
C: 5.1712 -3.3141 0.3722
H: -3.6821 3.0567 1.6396
S: 1.7409 -0.9393 -0.3242
C: 1.6291 4.4326 1.3265
O: 0.2510 -1.0838 -0.0737
H: -2.4795 -3.5238 -3.7554
H: -2.1151 -0.3967 0.9275
C: 2.2408 0.5288 0.6219
C: -4.6857 -3.6957 1.4370
Cl: -0.3412 -5.6215 -1.2850
Cl: 5.8517 -2.1726 -0.8287
H: 1.6714 -3.9986 -4.2977
H: 2.7915 6.0921 1.8970
H: 1.2630 5.9176 2.8060
H: -2.9441 -0.1012 -0.6420
H: 4.9605 2.1324 -3.2147
H: -4.5223 -1.9230 -4.8905
H: 1.7181 -2.7437 -5.4234

Atoms 1-2, force components in eV/Å:
-0.107 -0.801 0.245
-0.291 -0.529 -0.006

Computed properties:
HOMO level ... -0.3834 hartree
Energy ... -264574.54721 eV


Density functional theory data (ωB97M-V with the def2-TZVPD basis set) for C20H58FeO10 as an isolated structure.

CARTESIAN COORDINATES (ANGSTROEM)
H: -2.5092 -3.2816 -2.4601
H: -5.5824 4.9305 0.0230
H: -1.9442 -4.7247 -1.5202
C: 3.0393 3.9860 -1.0963
H: 2.1746 2.0150 4.1595
H: -0.7619 1.4183 0.1207
H: -1.2972 0.2744 -1.0724
O: 1.8545 1.6105 3.3414
O: 1.3606 -1.0647 3.1404
O: 1.9426 -3.2010 1.3384
H: -2.1506 1.0391 -5.1755
H: -1.8890 -1.8182 -0.5558
H: 2.5257 -5.2285 1.1995
C: -1.9810 -2.8915 -0.3937
H: -1.1337 -4.2875 0.5917
H: -3.0274 1.8000 0.0090
H: -3.8993 1.1846 -3.4003
H: 4.1738 5.6415 0.6754
H: 2.2775 -1.2647 -5.7122
H: 2.2232 -3.3499 -1.2407
H: 2.3573 -2.6301 4.1472
C: 2.0121 -4.4503 0.6342
H: -5.0846 3.0196 -1.0414
H: -0.8207 -3.5003 -2.1040
H: 3.4066 4.2361 -2.0892
H: 3.7991 3.3651 0.8239
C: 4.1641 3.8419 -0.0910
O: 4.7612 5.1200 0.1190
C: -1.9254 0.6228 -4.1945
H: -1.7821 0.7183 1.8576
C: 0.1759 3.3895 3.0584
O: -3.9712 -0.6407 -4.4042
H: 2.8578 -3.0011 1.5737
H: -3.1343 -0.2144 -2.6225
H: 0.7001 -1.7198 5.7534
O: -1.5599 -1.2722 2.4359
H: -0.1935 4.0678 2.2898
H: -2.7346 1.5232 3.8591
H: 1.0265 -0.3059 -1.5934
H: -3.2341 -0.2150 1.9928
C: -2.3953 0.4902 3.8753
H: 1.5853 -0.1092 3.0978
H: 2.2894 3.4480 2.4966
O: -1.0103 -3.3287 0.5766
H: -2.5862 3.3259 0.7200
Fe: 0.1008 -2.1462 1.8522
H: 1.0000 -4.8110 0.4594
H: -0.4763 1.6851 -1.6431
H: 3.1274 -2.4646 -4.8291
C: 0.7661 0.1074 -0.6130
H: -2.6252 3.0826 -1.0837
H: 2.3186 4.7271 -0.7461
H: 1.1812 -2.5035 -3.1970
H: -1.3902 -0.3239 -4.2602
C: -3.1085 2.8813 -0.1271
H: 1.3263 2.2970 1.5478
H: 2.5888 -5.1149 -1.3816
H: -2.9898 -2.9833 0.0159
C: 1.6201 -1.1696 5.5511
C: -4.5595 3.2941 -0.1181
H: -5.0799 2.6953 0.6443
H: -0.5912 2.6430 3.2586
C: -1.8245 -3.6541 -1.7005
H: 2.3143 -1.3058 6.3804
C: -2.2532 -0.0719 2.4654
H: -2.9272 -0.2091 4.5252
O: 0.5596 -0.9037 0.3070
H: -1.3198 1.2919 -3.5907
H: -4.7533 -0.9180 -3.9199
H: 1.3231 -0.1195 5.5739
H: 0.1253 -1.9929 -4.4883
H: 0.4220 3.8951 3.9931
H: 4.9756 3.2117 -0.4556
C: -3.2764 0.3055 -3.5795
H: 2.4279 -3.5552 -6.5655
H: 3.1704 -1.0273 4.0945
H: 2.4696 3.0546 -1.1979
H: 1.5833 0.7650 -0.2985
C: 1.4576 2.7404 2.5396
C: 2.1180 -2.2183 -5.1873
H: 1.2771 -0.8502 -3.7639
O: 1.6997 -3.2929 -5.9985
C: 2.6284 -4.2306 -0.7456
H: -1.4214 0.4436 4.3810
H: 3.7055 -4.0337 -0.6825
O: -4.6641 4.6783 0.1616
C: 1.1374 -1.8792 -4.0936
C: 2.2199 -1.5525 4.2029
C: -0.4828 0.9646 -0.8301

Atoms 1-2, force components in eV/Å:
-0.252 -0.198 0.119
0.067 0.144 0.064

Computed properties:
HOMO level (alpha / beta) ... -0.4408 / -0.4347 hartree
Charge ... +1
Spin multiplicity ... 6
<S²> ... 8.77
Energy ... -76533.43975 eV


Density functional theory data (ωB97M-V with the def2-TZVPD basis set) for C21H54O18S5V as an isolated structure.

CARTESIAN COORDINATES (ANGSTROEM)
C: -1.8110 0.6789 3.9622
H: 3.3434 -5.3102 4.3448
C: -2.2018 2.6175 -3.9173
C: -5.8985 1.1734 -0.0834
H: 0.2395 -2.0782 -3.0915
O: -3.8022 0.1517 -4.0101
H: 1.2542 -0.3491 0.2466
C: 4.0985 0.0930 3.6714
C: 0.2758 -0.6730 -0.1084
S: 0.7644 -1.9357 -5.5478
H: -1.7486 2.4235 -2.9451
H: -0.0720 0.2787 5.1580
C: 2.6176 3.6071 -4.7699
C: 2.2885 3.3227 0.9313
H: 3.6834 -0.3915 2.7876
O: 0.5084 -1.9735 -0.6654
H: 2.5533 2.6693 -5.3218
C: 3.3078 -4.2209 4.3592
O: 3.9061 2.5458 4.8308
O: -0.1680 -1.7658 -6.6583
H: 3.3497 -3.8559 5.3855
C: 2.2124 -3.4674 3.5417
H: 2.7907 4.2607 0.6946
C: -0.2928 -1.7004 -3.9645
O: -4.0108 0.8235 -1.6133
H: -2.9295 -1.7512 -2.6688
H: 1.6436 1.5854 7.3431
H: 3.1062 4.4391 -5.2769
O: 2.0193 -1.2317 -5.4470
C: 1.5264 -4.3006 -6.6494
H: 1.1134 3.2041 6.7410
H: 3.2908 3.3973 -3.9387
H: -0.0671 -5.6756 -6.2592
O: 2.3253 -3.7926 2.2062
S: 3.2416 1.7506 3.7816
S: -4.5489 -0.1753 -2.7778
H: -5.3521 0.6057 0.6697
O: -1.3881 5.0322 -3.4598
H: 2.6209 1.1728 1.1840
H: 1.0927 -3.6080 5.4736
H: 1.0990 2.7958 8.4322
H: -4.5786 -2.5618 -2.6638
H: -1.5694 0.0375 -1.2657
H: -0.4389 -0.6211 -3.9221
H: -3.7330 -1.8680 -1.1341
H: -1.4886 -0.8939 1.0425
H: 0.0803 -1.4997 1.9198
O: 1.0237 -3.5494 -5.5271
O: -1.5934 4.4486 -5.9586
H: -0.1178 0.1527 1.5079
C: -4.9522 1.7400 -1.0703
H: 1.2043 5.2523 -4.2913
H: -1.0999 1.3510 3.4818
H: -4.5007 2.6186 -0.6096
C: 0.9141 2.3898 7.4376
H: 5.1686 0.2430 3.5277
H: -2.8301 0.9906 4.1910
S: -1.2618 4.0700 -4.5529
H: -5.4803 2.0718 -1.9643
H: 3.8260 -0.4353 4.5850
H: 4.2975 -4.0896 3.9217
H: 1.7903 3.2132 -0.0319
C: -1.1076 0.5505 5.3620
H: -0.0479 0.4029 -1.9998
H: 2.5545 -2.4347 3.6097
H: 1.2609 3.9101 -3.1826
O: 3.8249 2.2553 2.2824
H: 2.6069 -4.4339 -6.5957
V: 1.2877 -3.8019 0.2273
H: 1.1963 -6.1896 -7.4011
O: -0.0806 -4.3152 0.8867
O: -6.0029 -0.1401 -2.7673
C: 1.2948 4.1672 -4.2414
H: -2.0204 1.7605 -4.5660
H: 3.9605 2.0534 0.4230
H: -6.6031 1.8368 0.4181
H: -1.1998 -2.2794 -4.1379
C: -0.4103 -0.8497 1.1952
H: 0.1938 -2.8663 4.2033
H: -6.6245 0.4508 -0.4560
H: -1.6283 -0.2651 5.8637
H: 1.1729 -4.0056 -7.6374
O: 1.8465 1.5312 3.6468
O: -1.1908 0.8200 8.1660
H: -0.4375 1.3578 -0.6835
O: 0.2538 3.4389 -4.7064
H: 1.5710 -6.2849 -5.7631
H: 0.5046 -4.6807 4.2745
H: 1.5713 3.4552 1.7413
C: 3.1603 2.1197 1.1602
C: -0.5458 0.3309 -1.0328
O: -1.6665 3.3124 7.7923
C: -3.9144 -1.8274 -2.2082
O: -1.2678 1.8100 5.9001
C: 0.8994 -3.6728 4.4028
S: -0.9605 2.0721 7.4814
C: 1.0038 -5.6704 -6.4622
H: -1.8507 -0.2454 3.3858
H: -3.2460 2.8957 -3.7751

Atoms 1-2, force components in eV/Å:
1.132 -0.307 1.317
-1.182 -0.202 0.159

Computed properties:
HOMO level (alpha / beta) ... -0.4131 / -0.4230 hartree
Charge ... +1
Spin multiplicity ... 3
<S²> ... 2.11
Energy ... -139351.46493 eV


Density functional theory data (ωB97M-V with the def2-TZVPD basis set) for the molecule C3H5NO4.

CARTESIAN COORDINATES (ANGSTROEM)
H: 0.8930 -1.6300 -1.3779
H: 2.8453 -0.9136 1.5053
O: 0.1787 -1.0221 -1.4078
O: 2.1423 -1.1407 0.8755
O: 1.4074 0.7183 -0.3625
C: -1.0912 0.6820 0.0150
O: -1.0015 1.3170 1.0642
C: 0.1955 -0.0735 -0.3563
H: -2.5245 -0.0914 -1.3791
C: 1.2218 -0.0723 0.7434
N: -2.2301 0.5946 -0.7029
H: 0.9816 0.3698 1.7841
H: -3.0186 1.2618 -0.4011

Atoms 1-2, force components in eV/Å:
1.267 -0.657 0.524
-0.491 0.123 -0.289

Computed properties:
HOMO level ... -0.3709 hartree
Energy ... -12870.75836 eV


F_max (Eh/bohr)
0.136; 0.039; 0.064; 0.099; 0.139; 0.060